2 unconnected molecules or ions with the total composition C30H31F9O9S. Source: the OMol25 dataset; level of theory: wB97M-V/def2-TZVPD.

```
80
Properties=species:S:1:pos:R:3:lowdin_charge:R:1
C -0.519 3.765 -0.390 0.01
C 0.591 3.023 -0.192 -0.15
C 0.693 1.832 0.831 -0.10
C 0.179 0.450 0.198 -0.42
C -1.410 0.559 0.243 -0.06
C -2.010 0.507 1.692 -0.16
O -3.307 1.140 1.650 -0.03
C -3.347 2.315 2.396 -0.45
O -3.447 3.346 1.783 0.10
C -3.326 2.360 3.956 -0.13
C -1.957 3.030 4.409 -0.09
C 0.669 -0.817 0.980 -0.06
C 1.444 -1.906 0.102 -0.21
C 0.373 -2.560 -0.859 -0.10
C 0.293 -4.109 -0.820 -0.19
C -0.081 -4.786 -2.071 -0.03
C -0.235 -6.233 -2.153 -0.08
C -0.027 -7.077 -0.982 -0.08
C 0.365 -6.411 0.245 -0.08
C 0.511 -4.960 0.329 -0.04
C 2.715 -1.308 -0.632 -0.21
C 3.623 -0.710 0.527 -0.14
O 3.822 -1.658 1.591 -0.16
O 4.766 -1.057 2.407 -0.01
C 3.481 -2.317 -1.545 -0.30
F 3.665 -3.470 -0.781 0.12
F 2.742 -2.751 -2.629 0.11
C 4.883 -1.858 -2.116 -0.27
F 5.060 -0.504 -2.225 0.13
F 4.970 -2.339 -3.415 0.13
C 6.154 -2.444 -1.388 -0.28
F 6.122 -2.387 -0.021 0.13
F 6.325 -3.766 -1.751 0.13
C 7.514 -1.731 -1.821 -0.45
F 8.558 -2.497 -1.350 0.13
F 7.665 -0.521 -1.201 0.15
F 7.674 -1.659 -3.156 0.18
S 2.079 0.198 -1.543 0.76
O 2.159 0.013 -2.988 -0.25
O 2.976 1.314 -1.229 -0.27
O 0.512 0.501 -1.212 -0.17
H -0.540 4.505 -1.230 0.07
H -1.423 3.715 0.257 0.05
H 1.500 3.318 -0.773 0.10
H 1.765 1.792 1.144 0.10
H 0.097 2.148 1.721 0.11
H -1.776 -0.353 -0.311 0.13
H -1.780 1.431 -0.353 0.13
H -1.336 0.871 2.505 0.12
H -2.208 -0.580 1.921 0.13
H -3.480 1.361 4.433 0.12
H -4.165 3.037 4.264 0.12
H -1.196 2.225 4.560 0.07
H -1.625 3.681 3.555 0.08
H -2.122 3.640 5.332 0.08
H 1.296 -0.444 1.840 0.13
H -0.157 -1.400 1.473 0.13
H 1.730 -2.702 0.841 0.13
H 0.474 -2.250 -1.936 0.12
H -0.646 -2.182 -0.556 0.12
H -0.281 -4.173 -2.975 0.11
H -0.555 -6.646 -3.140 0.10
H -0.178 -8.173 -1.078 0.10
H 0.533 -7.047 1.139 0.09
H 0.795 -4.458 1.287 0.10
H 4.630 -0.382 0.177 0.13
H 3.152 0.196 0.996 0.12
H 5.479 -1.709 2.557 0.12
O -6.153 2.938 -2.791 0.10
C -6.422 3.809 -1.989 -0.39
C -5.868 3.789 -0.616 0.02
C -6.166 4.745 0.263 0.02
C -7.061 5.868 -0.096 -0.39
O -7.331 6.741 0.704 0.10
C -7.615 5.889 -1.470 0.02
C -7.317 4.933 -2.349 0.02
H -5.215 2.962 -0.369 0.11
H -5.771 4.746 1.271 0.11
H -8.268 6.717 -1.715 0.12
H -7.712 4.932 -3.357 0.12
```

## Properties
* HOMO level: -0.340 hartree
* net charge: 0
* SMILES: C=CC[C@]1(CCOC(=O)CC)C[C@@H](Cc2ccccc2)[C@@](COO)(C(F)(F)C(F)(F)C(F)(F)C(F)(F)F)S(=O)(=O)O1.O=C1C=CC(=O)C=C1
* spin multiplicity: 1



A molecular structure, C30H31N2O2P2Pt. Source: the OMol25 dataset; level of theory: wB97M-V/def2-TZVPD.

```
68
Properties=species:S:1:pos:R:3:lowdin_spin:R:1
Pt -0.175 0.461 -0.860 0.99
C -1.802 1.029 -4.958 0.00
C -1.560 0.992 -3.491 0.03
N -0.378 1.071 -2.953 0.22
O 0.632 1.004 -3.838 0.07
C -2.655 0.898 -2.553 0.27
C -4.056 1.164 -2.941 0.04
N -2.317 0.503 -1.312 0.26
O -3.144 0.389 -0.399 0.53
H -0.921 0.705 -5.502 0.00
H -2.032 2.054 -5.268 0.00
H -2.657 0.414 -5.236 0.00
H 1.324 1.621 -3.554 0.00
H -4.130 2.077 -3.535 0.01
H -4.692 1.233 -2.063 0.00
H -4.428 0.343 -3.565 0.02
C 1.505 -1.056 1.490 0.03
C 0.200 -0.639 2.167 0.00
P -0.269 1.025 1.518 0.14
C 0.764 2.155 2.479 0.05
C 0.356 2.475 3.782 0.03
C 1.194 3.221 4.591 0.00
C 2.422 3.658 4.110 0.02
C 2.820 3.347 2.813 0.01
C 1.988 2.607 1.990 0.01
C -1.947 1.400 2.090 0.27
C -2.464 2.687 1.726 0.12
C -3.699 3.083 2.161 0.03
C -4.455 2.208 2.958 0.28
C -3.945 0.937 3.333 0.12
C -2.710 0.533 2.899 0.03
P 1.184 -1.419 -0.290 0.20
C 2.739 -1.344 -1.193 0.05
C 3.455 -2.481 -1.563 0.02
C 4.641 -2.337 -2.266 0.00
C 5.089 -1.076 -2.637 0.02
C 4.376 0.062 -2.274 0.00
C 3.200 -0.072 -1.561 0.03
C 0.537 -3.097 -0.376 0.03
C -0.498 -3.383 -1.267 0.01
C -0.982 -4.677 -1.370 0.00
C -0.425 -5.685 -0.596 0.00
C 0.603 -5.401 0.296 0.00
C 1.093 -4.110 0.408 0.01
H 1.921 -1.936 1.981 0.00
H 2.254 -0.262 1.545 0.00
H 0.320 -0.597 3.251 0.00
H -0.596 -1.351 1.926 0.00
H -0.594 2.123 4.167 0.00
H 0.890 3.455 5.603 0.00
H 3.067 4.251 4.744 0.00
H 3.776 3.694 2.444 0.00
H 2.290 2.389 0.972 0.00
H -1.863 3.345 1.108 0.00
H -4.090 4.056 1.894 0.00
H -5.442 2.506 3.294 0.01
H -4.530 0.291 3.975 0.00
H -2.322 -0.432 3.197 0.00
H 3.100 -3.471 -1.311 0.00
H 5.213 -3.215 -2.534 0.00
H 5.995 -0.978 -3.221 0.00
H 4.749 1.041 -2.545 0.00
H 2.634 0.807 -1.253 0.02
H -0.914 -2.592 -1.882 0.00
H -1.786 -4.902 -2.058 0.00
H -0.782 -6.702 -0.694 0.00
H 1.024 -6.186 0.909 0.00
H 1.905 -3.910 1.096 0.00
```

## Properties
* HOMO level (spin up / spin down): -0.596 / -0.617 hartree
* net charge: +3
* energy relative to the best compared isomer or geometry (same formula, charge and spin): 0.823 eV
* spin multiplicity: 5
* <S²>: 6.048



A single C30H31N3O3S molecule. Source: the OMol25 dataset; level of theory: wB97M-V/def2-TZVPD.

```
68
Properties=species:S:1:pos:R:3:nbo_charge:R:1
C -6.753 0.346 0.318 -0.26
O -6.010 1.542 0.354 -0.50
C -4.811 1.575 -0.289 0.30
C -4.333 0.580 -1.133 -0.27
C -3.070 0.694 -1.688 -0.20
C -2.259 1.782 -1.411 -0.06
C -0.846 1.860 -1.922 -0.25
N 0.116 2.085 -0.851 -0.42
C 0.639 3.324 -0.707 0.66
O 0.234 4.288 -1.334 -0.61
C 1.745 3.506 0.270 -0.32
C 1.797 4.461 1.242 -0.20
C 3.032 4.492 1.926 -0.26
C 3.914 3.580 1.445 -0.40
S 3.254 2.654 0.155 0.45
C 0.519 0.957 -0.033 -0.17
C 1.576 0.105 -0.763 0.69
O 1.694 0.085 -1.968 -0.63
N 2.333 -0.627 0.077 -0.61
C 3.426 -1.469 -0.368 -0.07
C 4.765 -0.917 0.124 -0.40
C 5.910 -1.800 -0.362 -0.40
C 5.718 -3.236 0.118 -0.40
C 4.380 -3.785 -0.366 -0.40
C 3.232 -2.905 0.119 -0.39
C -0.678 0.118 0.365 -0.04
C -1.563 0.637 1.333 -0.18
C -2.695 -0.036 1.686 -0.18
C -2.998 -1.279 1.089 0.15
N -4.145 -1.901 1.423 -0.42
C -4.422 -3.045 0.861 0.05
C -3.590 -3.682 -0.077 -0.27
C -2.421 -3.068 -0.436 -0.13
C -2.090 -1.826 0.143 -0.11
C -0.932 -1.102 -0.202 -0.15
C -2.769 2.805 -0.616 -0.19
C -4.026 2.707 -0.064 -0.26
H -6.164 -0.496 0.697 0.20
H -7.609 0.512 0.970 0.20
H -7.110 0.122 -0.693 0.17
H -4.927 -0.293 -1.356 0.21
H -2.707 -0.093 -2.335 0.21
H -0.566 0.944 -2.447 0.23
H -0.742 2.709 -2.604 0.26
H 0.970 5.112 1.460 0.23
H 3.251 5.170 2.731 0.23
H 4.921 3.393 1.760 0.24
H 0.966 1.360 0.884 0.24
H 2.197 -0.546 1.072 0.40
H 3.398 -1.440 -1.462 0.23
H 4.890 0.104 -0.241 0.22
H 4.761 -0.889 1.217 0.19
H 5.939 -1.783 -1.453 0.20
H 6.859 -1.407 0.005 0.21
H 6.531 -3.863 -0.253 0.21
H 5.748 -3.262 1.210 0.19
H 4.241 -4.805 -0.002 0.21
H 4.374 -3.815 -1.458 0.20
H 2.278 -3.292 -0.246 0.21
H 3.202 -2.912 1.212 0.19
H -1.339 1.595 1.780 0.22
H -3.387 0.362 2.412 0.23
H -5.358 -3.501 1.157 0.19
H -3.883 -4.630 -0.500 0.22
H -1.751 -3.512 -1.160 0.21
H -0.266 -1.517 -0.946 0.21
H -2.165 3.680 -0.431 0.23
H -4.424 3.489 0.564 0.22
```

## Properties
* HOMO level: -0.294 hartree
* net charge: 0
* SMILES: COc1ccc(CN(C(=O)c2cccs2)[C@H](C(=O)NC2CCCCC2)c2ccc3ncccc3c2)cc1
* energy relative to the best compared isomer or geometry (same formula, charge and spin): 1.430 eV
* spin multiplicity: 1



A molecular structure, C30H32ClN3ReSSi2. Source: the OMol25 dataset; level of theory: wB97M-V/def2-TZVPD.

```
70
Properties=species:S:1:pos:R:3:lowdin_spin:R:1
C -1.024 -0.341 1.608 0.10
C -1.916 0.227 0.653 0.04
C -2.027 -0.677 -0.457 0.04
H -2.432 1.182 0.752 0.01
C -1.217 -1.832 -0.167 0.09
C -0.612 -1.630 1.119 0.03
H 0.024 -2.339 1.633 0.00
H -0.735 0.102 2.557 0.01
H -2.682 -0.568 -1.311 0.01
H -1.150 -2.727 -0.769 0.01
Re -0.016 -0.133 -0.253 1.87
Si 2.951 0.385 -8.018 0.00
C 2.220 1.897 -8.842 0.00
C 2.712 2.601 -9.962 0.00
H 3.628 2.283 -10.465 0.00
C 2.024 3.726 -10.458 0.00
H 2.412 4.295 -11.314 0.00
C 0.823 4.146 -9.865 0.00
H 0.292 5.031 -10.240 0.00
C 0.305 3.414 -8.786 0.00
H -0.646 3.709 -8.336 0.00
C 0.998 2.309 -8.286 0.00
H 0.569 1.758 -7.451 0.00
C 2.224 -1.119 -8.859 0.00
C 1.131 -1.098 -9.750 0.00
H 0.744 -0.162 -10.153 0.00
C 0.509 -2.290 -10.160 0.00
H -0.401 -2.266 -10.774 0.00
C 1.037 -3.534 -9.784 0.00
H 0.530 -4.469 -10.060 0.00
C 2.238 -3.561 -9.056 0.00
H 2.689 -4.531 -8.817 0.00
C 2.841 -2.368 -8.639 0.00
H 3.809 -2.409 -8.143 0.00
H 2.858 0.390 -6.504 0.00
Si 0.173 0.175 -2.725 0.24
C -0.424 -1.418 -3.584 0.06
C -1.543 -1.452 -4.420 0.01
H -2.080 -0.529 -4.647 0.00
C -2.005 -2.680 -4.902 0.01
H -2.873 -2.697 -5.551 0.00
C -1.409 -3.882 -4.525 0.02
H -1.787 -4.836 -4.896 0.00
C -0.332 -3.841 -3.641 0.00
H 0.107 -4.764 -3.280 0.00
C 0.161 -2.624 -3.171 0.02
H 0.969 -2.630 -2.434 0.00
C -0.875 1.624 -3.353 0.07
C -2.094 1.981 -2.755 0.02
H -2.422 1.544 -1.811 0.00
C -2.920 2.922 -3.368 0.00
H -3.868 3.168 -2.902 0.00
C -2.549 3.548 -4.556 0.02
H -3.215 4.258 -5.045 0.00
C -1.299 3.245 -5.102 0.01
H -0.956 3.744 -6.001 0.00
C -0.458 2.307 -4.499 0.02
H 0.529 2.111 -4.925 0.00
H 4.441 0.434 -8.274 0.00
Cl 2.114 0.558 -3.394 0.09
N 1.074 1.755 0.212 0.05
N 1.676 1.576 1.496 0.02
C 2.231 0.385 1.712 0.03
N 2.741 0.092 2.901 0.01
S 2.228 -0.815 0.479 0.09
H 0.399 2.541 0.212 0.01
H 1.790 1.965 -0.499 0.01
H 1.991 2.434 1.989 0.00
H 3.061 -0.866 3.116 0.00
H 2.803 0.793 3.640 0.00
```

## Properties
* HOMO level (spin up / spin down): -0.445 / -0.445 hartree
* net charge: +2
* energy relative to the best compared isomer or geometry (same formula, charge and spin): 0.000 eV
* spin multiplicity: 4
* <S²>: 3.769



A molecular structure, C30H32EuN5O3. Source: the OMol25 dataset; level of theory: wB97M-V/def2-TZVPD.

```
71
Properties=species:S:1:pos:R:3:lowdin_spin:R:1
Eu 11.832 -12.476 1.641 6.06
C 10.294 -10.760 4.546 0.00
N 11.713 -10.678 4.133 0.00
C 12.135 -9.282 4.041 0.00
C 13.238 -8.857 3.023 0.00
C 13.019 -9.156 1.522 0.00
N 13.471 -10.489 1.082 -0.01
C 14.754 -10.601 0.905 0.00
C 15.398 -11.758 0.300 0.00
C 16.768 -11.711 0.084 0.00
C 17.501 -12.760 -0.411 0.00
C 16.817 -13.960 -0.764 0.00
C 15.435 -13.958 -0.735 0.00
C 14.656 -12.927 -0.193 0.00
O 13.361 -13.036 -0.155 -0.01
C 12.519 -11.634 4.991 0.00
C 14.054 -11.588 4.898 0.00
C 14.726 -12.538 3.909 0.00
N 13.844 -13.469 3.185 -0.01
C 14.474 -14.530 2.790 0.00
C 13.883 -15.768 2.356 0.00
C 14.676 -16.961 2.515 0.00
C 14.159 -18.169 2.052 0.00
C 12.973 -18.196 1.358 0.00
C 12.155 -17.103 1.237 0.00
C 12.565 -15.830 1.759 0.00
O 11.752 -14.822 1.742 -0.01
H 10.047 -10.107 5.415 0.00
H 10.024 -11.741 4.892 0.00
H 9.672 -10.397 3.705 0.00
H 12.519 -8.932 5.037 0.00
H 11.218 -8.690 3.927 0.00
H 14.250 -9.160 3.376 0.00
H 13.233 -7.757 3.135 0.00
H 13.422 -8.369 0.891 0.00
H 11.935 -9.157 1.362 0.00
H 15.453 -9.796 1.137 0.00
H 17.293 -10.778 0.274 0.00
H 18.580 -12.726 -0.571 0.00
H 17.389 -14.866 -1.060 0.00
H 14.853 -14.794 -1.160 0.00
H 12.118 -12.638 4.817 0.00
H 12.230 -11.370 6.022 0.00
H 14.426 -11.907 5.905 0.00
H 14.463 -10.593 4.813 0.00
H 15.455 -13.165 4.438 0.00
H 15.303 -11.968 3.146 0.00
H 15.589 -14.574 2.767 0.00
H 15.646 -16.855 3.028 0.00
H 14.636 -19.130 2.245 0.00
H 12.581 -19.137 0.945 0.00
H 11.183 -17.243 0.783 0.00
O 10.189 -10.559 1.418 -0.01
C 8.923 -10.260 1.317 0.00
C 8.453 -8.930 1.614 0.00
C 7.106 -8.631 1.683 0.00
C 6.174 -9.588 1.388 0.00
C 6.602 -10.873 1.055 0.00
C 7.947 -11.231 0.932 0.00
C 8.384 -12.491 0.382 0.00
N 9.623 -13.055 0.411 -0.01
C 9.551 -14.242 -0.252 0.00
C 8.278 -14.437 -0.734 0.00
N 7.532 -13.353 -0.337 0.00
H 9.210 -8.192 1.908 0.00
H 6.771 -7.583 1.825 0.00
H 5.102 -9.384 1.402 0.00
H 5.813 -11.618 0.930 0.00
H 10.429 -14.888 -0.383 0.00
H 7.846 -15.322 -1.136 0.00
H 6.647 -12.977 -0.605 0.00
```

## Properties
* HOMO level (spin up / spin down): -0.270 / -0.270 hartree
* net charge: 0
* spin multiplicity: 7
* <S²>: 12.014



A molecular structure, C30H32N3O2PRe. Source: the OMol25 dataset; level of theory: wB97M-V/def2-TZVPD.

```
69
Properties=species:S:1:pos:R:3:lowdin_spin:R:1
Re 0.129 0.400 -0.040 1.08
C -1.383 3.062 -0.968 0.00
N -0.435 2.604 0.090 -0.01
C 0.705 3.569 0.099 0.01
C -1.029 2.603 1.424 -0.01
C -2.070 3.421 1.819 0.00
C -2.567 3.308 3.111 -0.02
C -2.043 2.372 3.988 0.00
C -0.999 1.545 3.598 -0.01
C -0.471 1.688 2.323 0.00
N 0.539 0.848 1.747 -0.12
C 1.689 0.359 2.407 0.00
C 1.977 0.448 3.765 -0.02
C 3.140 -0.136 4.243 0.00
C 4.006 -0.799 3.385 -0.03
C 3.754 -0.835 2.020 0.00
C 2.611 -0.228 1.538 -0.02
N 2.324 -0.034 0.115 0.02
C 3.076 1.198 -0.315 0.02
C 2.842 -1.145 -0.729 0.00
H -1.572 4.129 -0.858 0.00
H -2.309 2.503 -0.905 0.00
H -0.915 2.896 -1.937 0.00
H 0.316 4.581 0.217 0.00
H 1.248 3.502 -0.841 0.00
H 1.360 3.354 0.940 0.00
H -2.509 4.133 1.135 0.00
H -3.385 3.942 3.424 0.00
H -2.463 2.265 4.979 0.00
H -0.648 0.774 4.267 0.00
H 1.325 0.968 4.446 0.00
H 3.368 -0.076 5.298 0.00
H 4.902 -1.263 3.774 0.00
H 4.464 -1.310 1.358 0.00
H 4.146 0.993 -0.263 0.00
H 2.843 2.019 0.352 0.00
H 2.802 1.443 -1.341 0.00
H 3.931 -1.154 -0.706 0.00
H 2.519 -0.986 -1.754 0.00
H 2.466 -2.097 -0.368 0.00
O -3.709 -0.226 0.181 0.00
C -2.630 -0.609 -0.107 0.01
O -1.670 0.297 -0.591 0.06
C -2.097 -2.022 -0.054 0.00
P -0.267 -2.008 -0.162 0.00
C 0.381 -2.865 1.284 0.00
C -0.141 -2.502 2.529 0.00
C 0.355 -3.076 3.685 0.00
C 1.381 -4.011 3.610 0.00
C 1.900 -4.378 2.378 0.00
C 1.402 -3.809 1.214 0.00
C 0.098 -2.922 -1.666 0.00
C -0.004 -4.313 -1.715 0.00
C 0.157 -4.976 -2.921 0.00
C 0.405 -4.257 -4.084 0.00
C 0.488 -2.872 -4.046 0.00
C 0.337 -2.208 -2.840 0.00
H -2.482 -2.555 -0.927 0.00
H -2.475 -2.534 0.830 0.00
H -0.947 -1.776 2.601 0.00
H -0.063 -2.805 4.645 0.00
H 1.764 -4.465 4.515 0.00
H 2.684 -5.121 2.317 0.00
H 1.801 -4.125 0.258 0.00
H -0.216 -4.884 -0.818 0.00
H 0.082 -6.054 -2.954 0.00
H 0.526 -4.780 -5.023 0.00
H 0.667 -2.313 -4.954 0.00
H 0.390 -1.123 -2.828 0.00
```

## Properties
* HOMO level (spin up / spin down): -0.534 / -0.520 hartree
* net charge: +2
* energy relative to the best compared isomer or geometry (same formula, charge and spin): 0.000 eV
* spin multiplicity: 2
* <S²>: 0.897



Per-record F_max, eV/A: 5.8; 2.0; 0.8; 7.2; 3.2; 0.5